Entry 1:
{"formula": "C44H46FeN10O3", "method": "ωB97M-V with the def2-TZVPD basis set", "elements": ["Fe", "O", "C", "O", "C", "C", "C", "N", "C", "C", "C", "C", "C", "C", "C", "N", "C", "C", "C", "C", "C", "N", "H", "H", "H", "H", "H", "H", "H", "H", "H", "H", "C", "C", "C", "C", "C", "C", "C", "N", "C", "N", "C", "C", "C", "C", "C", "C", "C", "N", "C", "C", "C", "C", "C", "C", "C", "H", "H", "H", "H", "H", "H", "H", "H", "H", "H", "H", "H", "H", "H", "H", "H", "H", "H", "H", "H", "H", "H", "C", "O", "H", "H", "H", "H", "C", "C", "C", "C", "N", "C", "N", "N", "N", "H", "H", "H", "H", "H", "H", "H", "H", "H", "H"], "positions_angstrom": [[0.75612, 0.88448, -0.12715], [-2.27093, 3.95991, -4.75351], [-1.06938, 4.29042, -4.85538], [-0.40880, 4.81761, -5.74651], [-0.30097, 3.87289, -3.59305], [0.82526, 3.06263, -3.71667], [1.30478, 2.40715, -2.60441], [0.73966, 2.57049, -1.39599], [-0.24353, 3.46559, -1.24518], [-0.78877, 4.14176, -2.31382], [-0.73824, 3.53525, 0.14726], [-1.39383, 4.63798, 0.67209], [-1.79377, 4.60472, 1.99767], [-1.52415, 3.47729, 2.75982], [-0.86789, 2.41841, 2.16226], [-0.48974, 2.43996, 0.88353], [2.43611, 1.44740, -2.61428], [3.33832, 1.33511, -3.65943], [4.37620, 0.42306, -3.54313], [4.48643, -0.33843, -2.39142], [3.54425, -0.16419, -1.39324], [2.54527, 0.70383, -1.50738], [1.25280, 2.92260, -4.70061], [-1.65667, 4.77751, -2.20150], [-1.56487, 5.50882, 0.05508], [-2.30152, 5.45413, 2.43464], [-1.81363, 3.41661, 3.79897], [-0.63274, 1.51651, 2.71281], [3.24158, 1.95844, -4.53673], [5.09690, 0.31677, -4.34272], [5.28644, -1.05277, -2.26173], [3.58688, -0.72624, -0.46797], [-0.22651, -4.44774, 4.22795], [0.03316, -3.26901, 5.12378], [0.18080, -3.42756, 6.49723], [0.43127, -2.34814, 7.33020], [0.51503, -1.07147, 6.79657], [0.34787, -0.88444, 5.43389], [0.12779, -1.97746, 4.60156], [-0.07386, -1.79982, 3.20146], [0.58710, -0.93590, 2.38637], [1.77388, -0.50366, 2.84254], [2.58207, 0.56627, 2.38540], [2.26798, 1.29941, 1.25126], [3.08963, 2.39166, 0.94802], [4.17994, 2.72059, 1.72969], [4.48925, 1.93788, 2.83624], [3.70303, 0.85607, 3.18714], [4.04099, 0.02244, 4.39616], [0.09519, -0.58803, 1.21234], [-1.11095, -1.26321, 0.80997], [-2.32660, -0.59471, 0.87726], [-3.49480, -1.20287, 0.44514], [-3.44693, -2.49578, -0.04986], [-2.23595, -3.17155, -0.09452], [-1.05056, -2.58121, 0.33421], [0.23108, -3.37067, 0.32817], [-0.17868, -5.37622, 4.79276], [0.50965, -4.50063, 3.42437], [-1.21715, -4.39789, 3.76630], [0.10805, -4.42318, 6.91695], [0.55306, -2.50323, 8.39347], [0.69102, -0.21868, 7.43833], [0.37288, 0.11599, 5.01829], [-0.86040, -2.27606, 2.78604], [2.05325, -0.90954, 3.72229], [2.87633, 2.99581, 0.07292], [4.79721, 3.57261, 1.47622], [5.35524, 2.17562, 3.44171], [4.96693, 0.37160, 4.84757], [4.18237, -1.03166, 4.14045], [3.26615, 0.07757, 5.16724], [-2.35187, 0.40953, 1.28008], [-4.43447, -0.66944, 0.49826], [-4.34976, -2.98153, -0.39594], [-2.20274, -4.18757, -0.47117], [0.22955, -4.09454, -0.48537], [0.34641, -3.92647, 1.26181], [1.10220, -2.73111, 0.20568], [-3.74810, 2.39458, -2.16152], [-2.73604, 1.70646, -1.39668], [-4.09194, 3.29188, -1.64292], [-4.60173, 1.73406, -2.32134], [-3.31929, 2.71383, -3.11270], [-2.81262, 1.97483, -0.47878], [-1.71587, -3.58957, -5.27690], [-2.42709, -2.26204, -5.03719], [-3.31357, -2.31036, -3.79742], [-1.46611, -1.07431, -4.97771], [-0.73333, -0.97595, -3.70952], [-0.83909, -0.05333, -2.76328], [0.02234, -0.35222, -1.81425], [0.65292, -1.48226, -2.20197], [0.20110, -1.86451, -3.33243], [-2.44721, -4.39105, -5.38376], [-1.05550, -3.84284, -4.44662], [-1.11600, -3.55996, -6.18762], [-3.06086, -2.05157, -5.90377], [-2.73411, -2.57773, -2.91088], [-4.09396, -3.06148, -3.91934], [-3.79987, -1.35025, -3.60598], [-2.01748, -0.13804, -5.06533], [-0.72575, -1.11122, -5.77573], [-1.50358, 0.79517, -2.76518]], "atomic_forces_ev_per_a": [[0.6, 0.2, 0.7], [0.1, 0.0, 0.0], [-0.2, 0.1, 0.1], [0.1, -0.1, 0.0], [0.0, 0.0, 0.0], [0.0, 0.0, 0.0], [0.1, 0.0, 0.1], [0.0, -0.2, -0.3], [-0.1, 0.0, 0.0], [0.0, 0.0, 0.0], [-0.1, 0.0, 0.0], [0.0, 0.0, 0.0], [0.0, 0.0, 0.0], [0.0, 0.0, 0.0], [0.1, 0.0, 0.0], [-0.1, 0.0, -0.2], [0.0, 0.0, 0.0], [0.0, 0.0, 0.0], [0.0, 0.0, 0.0], [0.0, 0.0, 0.0], [0.0, 0.0, 0.0], [-0.1, -0.1, -0.1], [0.0, 0.0, 0.0], [0.0, 0.0, 0.0], [0.0, 0.0, 0.0], [0.0, 0.0, 0.0], [0.0, 0.0, 0.0], [0.0, 0.0, 0.0], [0.0, 0.0, 0.0], [0.0, 0.0, 0.0], [0.0, 0.0, 0.0], [0.0, 0.0, 0.0], [0.0, 0.0, 0.0], [0.0, 0.0, 0.0], [0.0, 0.0, 0.0], [0.0, 0.0, 0.0], [0.0, 0.0, 0.0], [0.0, 0.0, 0.0], [0.0, 0.0, 0.0], [-0.1, 0.0, 0.0], [0.1, -0.1, 0.0], [0.0, 0.0, 0.0], [-0.1, 0.0, 0.1], [0.2, 0.0, 0.0], [0.0, 0.0, 0.0], [0.0, 0.0, 0.0], [0.0, 0.0, 0.0], [0.0, 0.0, 0.0], [0.0, 0.0, 0.0], [-0.2, -0.1, -0.2], [0.1, -0.1, 0.1], [0.0, 0.0, 0.0], [0.0, 0.0, 0.0], [0.0, 0.0, 0.0], [0.0, 0.0, 0.0], [0.0, 0.0, 0.0], [0.0, 0.0, -0.1], [0.0, 0.0, 0.0], [0.0, 0.0, 0.0], [0.0, 0.0, 0.0], [0.0, 0.0, 0.0], [0.0, 0.0, 0.0], [0.0, 0.0, 0.0], [0.0, 0.0, 0.0], [0.0, 0.0, 0.0], [0.0, 0.0, 0.0], [0.0, 0.0, 0.0], [0.0, 0.0, 0.0], [0.0, 0.0, 0.0], [0.0, 0.0, 0.0], [0.0, 0.0, 0.0], [0.0, 0.0, 0.0], [0.0, 0.0, 0.0], [0.0, 0.0, 0.0], [0.0, 0.0, 0.0], [0.0, 0.0, 0.0], [0.0, 0.0, 0.0], [0.0, 0.0, 0.0], [0.0, 0.0, 0.0], [0.0, 0.1, 0.0], [-0.1, 0.2, 0.0], [0.0, 0.0, 0.0], [0.0, 0.0, 0.0], [0.0, -0.1, 0.0], [-0.1, -0.1, 0.0], [0.0, 0.0, 0.0], [0.0, 0.0, 0.0], [0.0, 0.0, 0.0], [0.0, 0.0, 0.0], [0.0, 0.0, 0.0], [0.0, 0.1, 0.0], [-0.1, 0.1, 0.1], [-0.1, 0.0, -0.1], [0.1, 0.0, 0.0], [0.0, 0.0, 0.0], [0.0, 0.0, 0.0], [0.0, 0.0, 0.0], [0.0, 0.0, 0.0], [0.0, 0.0, 0.0], [0.0, 0.0, 0.0], [0.0, 0.0, 0.0], [0.0, 0.0, 0.0], [0.0, 0.0, 0.0], [0.0, 0.0, 0.0]], "mulliken_spin": [4.27, 0.00, 0.00, 0.00, 0.00, 0.00, 0.03, 0.01, -0.02, 0.00, 0.05, 0.00, 0.00, 0.00, 0.04, 0.06, 0.02, 0.01, 0.00, 0.00, 0.01, 0.03, 0.00, 0.00, 0.00, 0.00, 0.00, 0.01, 0.00, 0.00, 0.00, 0.00, 0.00, 0.00, 0.00, 0.00, 0.00, 0.00, 0.00, 0.00, 0.07, 0.01, -0.17, 0.46, -0.13, 0.01, 0.00, 0.02, 0.00, 0.14, 0.04, -0.04, 0.00, 0.01, 0.00, 0.00, 0.00, 0.00, 0.00, 0.00, 0.00, 0.00, 0.00, 0.00, 0.00, 0.00, 0.02, 0.00, 0.00, 0.00, 0.00, 0.00, 0.00, 0.00, 0.00, 0.00, 0.00, 0.00, 0.00, 0.00, 0.01, 0.00, 0.00, 0.00, 0.00, 0.00, 0.00, 0.00, 0.00, 0.00, 0.01, 0.05, 0.00, 0.00, 0.00, 0.00, 0.00, 0.00, 0.00, 0.00, 0.00, 0.00, 0.00, 0.00], "gap_ev": [7.068, 6.308], "lumo_ev": [-3.10, -3.85], "s_squared": 8.759, "charge": 1, "fmax_ha_per_bohr": 0.019, "spin_multiplicity": 6}

=====

Entry 2:
{"formula": "C35H32IN10NaO4", "method": "ωB97M-V with the def2-TZVPD basis set", "elements": ["Na", "C", "C", "N", "C", "C", "C", "C", "C", "C", "C", "N", "C", "C", "C", "C", "C", "C", "C", "C", "N", "C", "H", "H", "H", "H", "H", "H", "H", "H", "H", "H", "H", "H", "C", "N", "C", "C", "N", "N", "C", "N", "N", "H", "H", "H", "H", "H", "H", "H", "H", "H", "H", "H", "O", "N", "N", "O", "C", "C", "C", "C", "C", "C", "H", "H", "H", "H", "H", "I", "C", "C", "C", "C", "C", "C", "C", "O", "O", "H", "H", "H", "H"], "positions_angstrom": [[-0.46699, 1.17397, -0.95620], [1.91948, -1.89342, 3.34610], [1.84119, -1.04444, 2.21886], [1.65956, -1.48214, 1.00482], [1.51244, -2.81110, 0.79422], [1.61379, -3.74946, 1.84320], [1.82319, -3.23876, 3.14709], [1.47770, -5.13656, 1.58694], [1.21379, -5.53083, 0.30335], [1.08452, -4.61619, -0.74857], [1.20493, -3.23195, -0.56028], [0.91253, -2.27325, -1.46481], [1.03451, -2.48462, -2.78162], [1.97958, -3.31827, -3.41085], [2.10928, -3.40105, -4.79824], [1.30273, -2.69362, -5.64923], [0.32790, -1.83556, -5.08269], [-0.52635, -1.05465, -5.89583], [-1.44815, -0.23101, -5.32684], [-1.52069, -0.18497, -3.91967], [-0.75271, -0.88987, -3.13424], [0.17742, -1.71678, -3.68012], [2.02876, -1.46816, 4.33682], [1.89389, 0.02906, 2.34954], [1.87512, -3.93343, 3.98007], [1.55367, -5.84562, 2.40153], [1.07950, -6.58763, 0.08760], [0.82035, -4.97800, -1.73042], [2.65219, -3.88583, -2.78420], [2.87757, -4.05240, -5.20816], [1.40131, -2.76009, -6.72576], [-0.42091, -1.11763, -6.97498], [-2.10099, 0.39255, -5.92471], [-2.22821, 0.47186, -3.43206], [5.26974, 0.76045, -0.23025], [4.25607, 1.01383, -1.23910], [4.32094, 0.06160, -2.32758], [2.95313, 1.32750, -0.79824], [1.89623, 0.72222, -1.12692], [2.95457, 2.38798, 0.10085], [1.85760, 2.78786, 0.90563], [2.27755, 3.17698, 2.16319], [0.67814, 2.80797, 0.45058], [6.25899, 1.04631, -0.60099], [5.29937, -0.30258, 0.04680], [5.05699, 1.32620, 0.67356], [5.34316, 0.04338, -2.71130], [3.65150, 0.36212, -3.13145], [4.05061, -0.95763, -2.01877], [2.05633, -0.17488, -1.56971], [3.72682, 3.03146, 0.04488], [3.06667, 2.64331, 2.49397], [1.54149, 3.25345, 2.87502], [0.03086, 2.93268, 1.22804], [-1.17343, 2.67057, -2.75566], [-2.38151, 2.99404, -2.73285], [-3.07499, 2.40405, -1.79997], [-2.58503, 1.54717, -0.95087], [-4.44703, 2.73056, -1.72543], [-5.03493, 3.65793, -2.58466], [-6.38425, 3.93332, -2.46445], [-7.16054, 3.30158, -1.49782], [-6.56153, 2.38533, -0.64782], [-5.20936, 2.09326, -0.75333], [-4.42852, 4.14867, -3.32972], [-6.83293, 4.65510, -3.13529], [-8.21545, 3.52554, -1.41052], [-7.14804, 1.88742, 0.11465], [-4.71238, 1.38943, -0.10408], [-3.72084, -0.71491, 8.72112], [-2.53834, 0.18925, 7.24835], [-2.00740, 1.44722, 7.48527], [-1.22907, 2.03883, 6.50123], [-0.99023, 1.39625, 5.29452], [-1.53254, 0.13468, 5.08363], [-2.30599, -0.48061, 6.05785], [-0.13265, 2.05316, 4.20874], [0.44296, 3.12327, 4.52105], [-0.05899, 1.46237, 3.12126], [-2.19736, 1.95567, 8.42139], [-0.78395, 3.01448, 6.65040], [-1.33237, -0.34945, 4.13713], [-2.72196, -1.46453, 5.88703]], "atomic_forces_ev_per_a": [[0.6, -0.2, -0.2], [0.0, 0.0, 0.0], [0.0, 0.0, 0.2], [0.0, 0.0, 0.0], [0.0, 0.2, 0.0], [0.0, -0.1, 0.2], [0.0, 0.0, 0.0], [0.0, 0.1, 0.0], [0.0, -0.1, -0.1], [0.0, 0.0, 0.0], [-0.2, 0.1, 0.0], [0.3, -0.4, 0.0], [-0.1, 0.0, -0.2], [0.0, 0.1, 0.2], [0.1, -0.1, -0.1], [0.0, 0.1, 0.1], [0.0, 0.0, -0.2], [0.0, 0.0, -0.1], [0.0, 0.0, 0.0], [-0.1, 0.0, 0.0], [0.2, 0.0, 0.1], [0.0, 0.1, 0.0], [0.0, 0.0, 0.0], [0.0, 0.1, 0.0], [0.0, 0.0, 0.0], [0.0, 0.0, 0.0], [0.0, 0.0, 0.0], [0.0, -0.1, -0.1], [0.0, -0.1, 0.0], [0.0, 0.0, 0.0], [0.0, 0.0, 0.0], [0.0, 0.0, 0.0], [0.0, 0.0, 0.0], [-0.1, 0.0, 0.0], [0.0, -0.1, 0.1], [0.1, 0.1, 0.0], [0.0, -0.1, -0.1], [-0.1, -0.1, 0.3], [-0.2, 0.2, -0.2], [0.0, 0.2, -0.2], [0.3, -0.1, 0.1], [0.1, 0.1, -0.1], [-0.3, -0.2, 0.1], [0.0, 0.0, 0.0], [0.0, 0.0, 0.0], [0.0, 0.0, 0.0], [0.0, 0.0, 0.0], [0.0, 0.0, 0.0], [0.0, 0.0, 0.0], [-0.1, -0.2, 0.0], [0.0, -0.1, 0.1], [0.0, 0.0, 0.1], [0.0, 0.0, 0.0], [0.0, 0.1, 0.0], [-0.3, 0.1, 0.0], [0.3, -0.1, 0.0], [0.0, 0.0, -0.1], [-0.4, 0.0, 0.0], [0.0, 0.0, 0.0], [-0.1, 0.0, 0.0], [0.0, 0.0, 0.0], [0.0, 0.0, 0.0], [0.0, 0.0, 0.0], [-0.1, 0.1, 0.0], [0.0, 0.0, 0.0], [0.0, 0.0, 0.0], [0.0, 0.0, 0.0], [0.0, 0.0, 0.0], [0.0, 0.0, 0.0], [-0.1, 0.0, 0.1], [0.0, 0.0, -0.1], [0.0, 0.0, 0.0], [0.1, 0.1, 0.0], [0.0, 0.0, 0.0], [0.0, 0.0, 0.0], [0.0, 0.0, 0.0], [0.2, 0.1, 0.0], [0.0, 0.2, 0.2], [-0.2, -0.3, -0.2], [0.0, 0.0, 0.0], [0.0, 0.0, 0.0], [0.0, 0.0, 0.0], [0.0, 0.0, 0.0]], "lowdin_charge": [0.35, -0.07, -0.14, 0.13, -0.16, -0.18, -0.05, -0.10, -0.13, -0.06, -0.24, 0.09, -0.26, -0.07, -0.14, -0.11, -0.18, -0.05, -0.07, -0.14, 0.14, -0.15, 0.09, 0.08, 0.10, 0.08, 0.09, 0.09, 0.09, 0.09, 0.08, 0.10, 0.09, 0.08, -0.09, -0.18, -0.09, -0.45, 0.18, 0.11, -0.52, 0.14, 0.16, 0.08, 0.09, 0.07, 0.08, 0.09, 0.09, 0.03, 0.13, 0.08, 0.05, 0.06, -0.14, -0.06, -0.27, -0.17, -0.17, -0.04, -0.12, -0.13, -0.10, -0.01, 0.09, 0.09, 0.08, 0.09, 0.11, 0.77, -0.75, -0.17, -0.03, -0.12, -0.02, -0.16, -0.66, -0.06, -0.03, 0.08, 0.11, 0.12, 0.09], "gap_ev": 4.652, "lumo_ev": 3.28, "charge": -2, "fmax_ha_per_bohr": 0.012, "spin_multiplicity": 1}

=====

Result set for molecular weight: 818.8, 806.6 g mol⁻¹, one per record in the order listed.
Result set for relative energy (zero: lowest compared OMol25 entry of this formula, charge and spin): 11.6, 122.0 kJ/mol, one per record in the order listed.